Computed, not measured: a structure of composition C15H45F2KNO24P5S2 in a non-equilibrium geometry, with ωB97M-V/def2-TZVPD.

The energy above the lowest of the compared OMol25 structures with the same formula, charge and spin comes out at 42.7 kJ/mol. As for the gap between HOMO and LUMO: 9.482 eV. For the HOMO energy, the calculation gives -9.5 eV.

Element x y z (Å)
K (0.29, -0.49, 0.06)
N (0.74, -3.21, -0.60)
S (2.02, -3.86, -1.04)
O (2.11, -4.43, -2.41)
O (2.85, -4.43, 0.02)
F (2.87, -2.46, -1.25)
S (-0.10, -4.75, -0.43)
O (0.39, -5.69, 0.59)
O (-0.75, -5.28, -1.67)
F (-1.34, -4.11, 0.39)
C (-1.33, 2.58, -3.28)
O (-1.81, 3.32, -2.18)
P (-2.36, 2.60, -0.88)
O (-1.49, 1.67, -0.09)
O (-3.82, 2.03, -1.43)
C (-4.67, 1.44, -0.45)
O (-2.90, 3.89, 0.04)
C (-1.99, 4.52, 0.96)
H (-0.48, 2.01, -2.91)
H (-0.98, 3.21, -4.10)
H (-2.22, 2.02, -3.55)
H (-4.08, 1.04, 0.37)
H (-5.17, 0.58, -0.90)
H (-5.35, 2.21, -0.08)
H (-1.25, 5.12, 0.43)
H (-1.43, 3.87, 1.63)
H (-2.55, 5.24, 1.56)
C (1.18, 2.39, 4.19)
O (2.33, 1.54, 4.18)
P (2.16, 0.02, 3.64)
O (1.29, -0.19, 2.44)
O (3.69, -0.55, 3.57)
C (4.05, -1.59, 2.67)
O (1.65, -0.60, 5.03)
C (1.92, -1.92, 5.32)
H (0.32, 1.74, 4.34)
H (1.06, 2.87, 3.22)
H (1.28, 3.15, 4.97)
H (4.62, -1.16, 1.85)
H (3.19, -2.03, 2.16)
H (4.51, -2.45, 3.16)
H (2.74, -2.14, 5.99)
H (2.14, -2.56, 4.46)
H (1.05, -2.35, 5.81)
C (-3.14, 0.98, 3.16)
O (-2.96, -0.37, 3.53)
P (-2.85, -1.62, 2.49)
O (-1.88, -1.45, 1.39)
O (-2.59, -2.80, 3.58)
C (-1.28, -3.26, 3.89)
O (-4.31, -2.01, 2.06)
C (-4.60, -2.54, 0.80)
H (-2.87, 1.58, 4.04)
H (-4.20, 1.12, 2.99)
H (-2.51, 1.17, 2.29)
H (-0.82, -2.79, 4.76)
H (-0.60, -2.98, 3.08)
H (-1.27, -4.34, 4.07)
H (-4.99, -3.55, 0.90)
H (-3.78, -2.57, 0.08)
H (-5.42, -1.93, 0.43)
C (1.24, 4.13, -0.56)
O (1.44, 2.94, 0.10)
P (2.88, 2.20, -0.07)
O (2.86, 0.68, 0.02)
O (3.43, 2.68, -1.55)
C (2.95, 2.13, -2.81)
O (3.96, 2.94, 0.92)
C (5.08, 2.23, 1.30)
H (1.95, 4.50, -1.30)
H (1.17, 4.82, 0.29)
H (0.29, 4.21, -1.08)
H (3.06, 1.05, -2.66)
H (3.70, 2.38, -3.55)
H (1.93, 2.37, -3.12)
H (4.87, 1.83, 2.29)
H (5.93, 2.89, 1.47)
H (5.39, 1.46, 0.59)
C (-1.43, -1.95, -2.79)
O (-1.47, -1.11, -3.98)
P (-0.05, -0.45, -4.43)
O (0.85, -0.17, -3.31)
O (0.56, -1.51, -5.53)
C (1.31, -2.70, -5.10)
O (-0.45, 0.77, -5.39)
C (-1.37, 0.60, -6.44)
H (-2.05, -1.69, -1.94)
H (-0.42, -2.06, -2.40)
H (-1.61, -2.96, -3.16)
H (1.71, -2.58, -4.09)
H (2.12, -3.02, -5.76)
H (0.59, -3.51, -5.10)
H (-1.61, -0.46, -6.54)
H (-0.84, 0.78, -7.37)
H (-2.29, 1.17, -6.29)